[1]
{
  "formula": "ClH3SSi",
  "method": "ωB97M-V/def2-TZVPD",
  "relative_energy_kj_mol": 181.6,
  "homo_ev": -9.807,
  "e_tot_ev": -31283.2944,
  "lumo_ev": -1.333,
  "fmax_ev_per_a": 2.8,
  "charge": 0,
  "gap_ev": 8.47,
  "elements": ["Cl", "S", "Si", "H", "H", "H"],
  "xyz": [[-0.930, -1.937, 1.434], [1.727, 0.858, -0.012], [-0.209, 0.089, -0.515], [1.177, 0.788, 1.263], [-0.207, -0.393, -1.930], [-1.557, 0.596, -0.240]]
}



[2]
{
  "formula": "H6NS2",
  "method": "ωB97M-V/def2-TZVPD",
  "relative_energy_kj_mol": 0.0,
  "homo_ev": [-20.597, -20.489],
  "e_tot_ev": -23237.7812,
  "lumo_ev": [-9.139, -13.326],
  "fmax_ev_per_a": 1.6,
  "charge": 2,
  "gap_ev": [11.46, 7.16],
  "multiplicity": 2,
  "elements": ["S", "S", "N", "H", "H", "H", "H", "H", "H"],
  "xyz": [[0.784, -0.751, -0.293], [0.221, 0.941, -1.236], [-1.570, -0.225, 2.311], [-1.200, -0.423, 3.246], [-1.448, -1.016, 1.679], [0.207, 0.458, -2.507], [-2.594, -0.121, 2.394], [2.069, -0.798, -0.739], [-1.287, 0.681, 1.935]]
}



[3]
{
  "formula": "C4H8AgF12N2O12S4",
  "method": "ωB97M-V/def2-TZVPD",
  "relative_energy_kj_mol": 54.6,
  "homo_ev": [-10.766, -10.729],
  "e_tot_ev": -111773.9174,
  "lumo_ev": [-0.732, -4.230],
  "fmax_ev_per_a": 1.9,
  "charge": 0,
  "gap_ev": [10.03, 6.50],
  "multiplicity": 2,
  "elements": ["Ag", "S", "S", "S", "S", "F", "F", "F", "F", "F", "F", "F", "F", "F", "F", "F", "F", "O", "O", "O", "O", "O", "O", "O", "O", "O", "O", "O", "O", "N", "N", "C", "C", "C", "C", "H", "H", "H", "H", "H", "H", "H", "H"],
  "xyz": [[-0.723, -0.887, -0.126], [-1.873, 2.393, -0.573], [1.281, -2.395, 2.178], [0.458, 1.931, -1.883], [0.553, 0.254, 2.663], [-1.442, 4.906, 0.035], [-0.751, 0.257, -3.564], [2.940, 0.765, 3.663], [2.930, 0.417, 1.515], [3.403, -3.585, 1.399], [-0.614, 2.310, -4.239], [1.853, -3.610, -0.092], [1.148, 1.052, -4.212], [3.016, -1.794, 0.259], [2.149, 2.278, 2.320], [0.122, 3.588, 0.738], [-1.784, 3.635, 1.746], [-2.515, -0.968, -1.698], [2.108, -2.114, 3.286], [0.873, -1.350, -1.573], [0.501, 3.327, -1.988], [-2.870, 1.728, 0.195], [-2.413, -0.609, 1.278], [-0.305, 1.212, 2.079], [0.374, -0.077, 4.015], [-2.330, 3.067, -1.746], [0.365, -3.484, 2.246], [1.686, 1.247, -1.561], [-0.940, -3.358, -0.746], [-0.686, 1.341, -0.891], [0.497, -1.036, 1.663], [2.276, 0.978, 2.536], [-1.192, 3.720, 0.572], [0.017, 1.356, -3.588], [2.460, -2.878, 0.829], [-3.278, -0.203, 1.140], [-2.377, -0.565, -2.562], [-2.411, -1.024, 2.149], [-1.471, -4.080, -0.389], [-0.450, -3.742, -1.479], [-3.278, -1.548, -1.784], [1.203, -1.878, -2.305], [1.490, -0.574, -1.504]]
}



[4]
{
  "formula": "CH2N2O2S",
  "method": "ωB97M-V/def2-TZVPD",
  "relative_energy_kj_mol": 951.6,
  "homo_ev": [-8.184, -8.143],
  "e_tot_ev": -18971.4659,
  "lumo_ev": [-0.153, -0.146],
  "fmax_ev_per_a": 3.1,
  "charge": 0,
  "gap_ev": [8.03, 8.00],
  "elements": ["S", "O", "O", "N", "N", "C", "H", "H"],
  "xyz": [[1.081, 2.186, 0.062], [0.739, -1.530, -0.670], [0.377, -1.716, 0.652], [-0.990, 0.465, 0.017], [1.428, -0.847, 0.360], [0.167, 0.977, 0.100], [-1.803, 0.986, -0.365], [-1.000, -0.521, -0.156]]
}



[5]
{
  "formula": "C8H14N2",
  "method": "ωB97M-V/def2-TZVPD",
  "relative_energy_kj_mol": 527.1,
  "homo_ev": -7.311,
  "e_tot_ev": -11498.0181,
  "lumo_ev": 0.927,
  "fmax_ev_per_a": 4.1,
  "charge": 0,
  "gap_ev": 8.24,
  "smiles": "C[C@@H]1CNN2[C@]3(C)[C@H]1[C@]23C",
  "elements": ["N", "N", "C", "C", "C", "C", "C", "C", "C", "C", "H", "H", "H", "H", "H", "H", "H", "H", "H", "H", "H", "H", "H", "H"],
  "xyz": [[-1.308, -1.191, 0.509], [-1.311, -0.386, -0.586], [0.894, 0.287, -2.393], [0.686, 0.707, 0.322], [-0.599, -0.767, 1.722], [-1.577, 2.144, -0.285], [0.785, -0.385, 1.303], [0.278, 0.274, -1.073], [-0.711, 0.976, -0.360], [1.326, -1.736, 0.769], [2.411, -1.700, 0.779], [-0.682, -1.516, 2.461], [0.182, -0.197, -3.124], [-2.497, 1.886, -0.785], [0.997, 1.405, -2.501], [-1.210, 2.995, -0.783], [-1.882, 2.556, 0.623], [-1.167, -2.259, 0.329], [0.966, -1.920, -0.212], [1.343, 1.559, 0.241], [1.344, -0.129, 2.164], [1.932, -0.166, -2.600], [0.940, -2.500, 1.491], [-1.142, 0.065, 1.989]]
}



[6]
{
  "formula": "C4HCdLiO4",
  "method": "ωB97M-V/def2-TZVPD",
  "relative_energy_kj_mol": 76.5,
  "homo_ev": -17.414,
  "e_tot_ev": -17101.0143,
  "lumo_ev": -12.084,
  "fmax_ev_per_a": 4.6,
  "charge": 2,
  "gap_ev": 5.33,
  "elements": ["Cd", "O", "O", "O", "O", "C", "C", "C", "C", "Li", "H"],
  "xyz": [[-0.239, -0.554, 3.439], [-2.204, 0.329, -2.610], [1.865, -0.210, 0.430], [1.497, -1.033, 2.535], [-0.056, -0.021, 1.353], [0.920, 0.126, -0.648], [-0.034, 0.743, 0.045], [-2.178, -0.035, -3.680], [1.149, -0.566, 1.445], [-1.987, 1.086, -0.633], [1.266, 0.135, -1.675]]
}



[7]
{
  "formula": "C14H22Cl3KO2PS2SiTe",
  "method": "ωB97M-V/def2-TZVPD",
  "relative_energy_kj_mol": 21.6,
  "homo_ev": -4.929,
  "e_tot_ev": -119002.8889,
  "lumo_ev": 2.211,
  "fmax_ev_per_a": 0.9,
  "charge": -1,
  "gap_ev": 7.14,
  "elements": ["Te", "K", "Cl", "Cl", "Cl", "S", "S", "P", "Si", "O", "O", "C", "C", "C", "C", "C", "C", "C", "C", "C", "C", "C", "C", "C", "C", "H", "H", "H", "H", "H", "H", "H", "H", "H", "H", "H", "H", "H", "H", "H", "H", "H", "H", "H", "H", "H", "H"],
  "xyz": [[-0.047, -3.063, -0.817], [2.649, 0.646, 0.299], [6.937, -1.581, 1.195], [5.801, -1.455, -1.846], [5.471, 1.123, 0.069], [0.066, 2.493, 1.345], [0.238, 0.299, -1.304], [0.035, 2.135, -0.604], [5.187, -1.031, 0.127], [-1.263, 2.866, -1.261], [1.187, 2.986, -1.356], [1.049, 5.030, -2.595], [2.570, 4.799, -0.597], [-1.462, -5.430, 3.628], [-0.710, -4.357, 3.167], [-1.822, -6.447, 2.760], [-1.424, -6.394, 1.429], [-0.673, -5.324, 0.962], [-0.219, -5.203, -0.464], [1.240, 4.413, -1.220], [-3.443, 3.726, -1.513], [-0.317, -4.293, 1.837], [-3.138, 1.428, -0.541], [-2.567, 2.836, -0.649], [0.475, -3.148, 1.277], [2.661, 4.373, 0.402], [-3.505, 3.314, -2.522], [-2.552, 0.837, 0.162], [1.546, -3.344, 1.343], [-2.474, 3.260, 0.355], [1.890, 4.771, -3.240], [-1.712, -7.184, 0.746], [-4.448, 3.780, -1.092], [-3.027, 4.732, -1.575], [-2.418, -7.281, 3.109], [2.630, 5.886, -0.523], [0.133, 4.656, -3.052], [0.255, -2.204, 1.772], [-3.107, 0.935, -1.513], [-0.438, -3.555, 3.843], [0.990, 6.117, -2.510], [0.436, 4.740, -0.554], [-0.903, -5.685, -1.160], [3.397, 4.439, -1.211], [-1.772, -5.462, 4.665], [-4.169, 1.471, -0.182], [0.769, -5.650, -0.591]]
}



[8]
{
  "formula": "C14H32IrN6P2",
  "method": "ωB97M-V/def2-TZVPD",
  "relative_energy_kj_mol": 0.0,
  "homo_ev": [-16.147, -18.301],
  "e_tot_ev": -45365.9160,
  "lumo_ev": [-8.176, -10.560],
  "fmax_ev_per_a": 2.1,
  "charge": 3,
  "gap_ev": [7.97, 7.74],
  "multiplicity": 5,
  "elements": ["Ir", "P", "P", "N", "N", "N", "N", "N", "N", "C", "C", "C", "C", "C", "C", "C", "C", "C", "C", "C", "C", "C", "C", "H", "H", "H", "H", "H", "H", "H", "H", "H", "H", "H", "H", "H", "H", "H", "H", "H", "H", "H", "H", "H", "H", "H", "H", "H", "H", "H", "H", "H", "H", "H", "H"],
  "xyz": [[-12.738, -7.155, 9.328], [-10.790, -5.815, 9.714], [-11.714, -7.947, 7.369], [-18.413, -8.535, 9.299], [-14.543, -6.046, 8.660], [-13.311, -4.184, 6.086], [-14.020, -8.525, 10.751], [-11.991, -2.752, 4.601], [-12.874, -2.585, 2.302], [-15.052, -6.292, 11.102], [-10.805, -4.011, 9.710], [-10.510, -6.626, 7.033], [-12.565, -8.123, 5.812], [-10.832, -9.498, 7.674], [-12.378, -2.634, 3.370], [-12.717, -3.531, 5.330], [-15.558, -5.794, 9.726], [-9.710, -6.211, 8.281], [-9.966, -6.394, 11.250], [-16.984, -8.007, 9.495], [-16.932, -6.405, 9.418], [-15.172, -7.817, 11.343], [-16.543, -8.382, 10.896], [-16.422, -8.542, 8.768], [-18.831, -8.367, 8.379], [-16.620, -9.469, 11.095], [-11.875, -7.913, 4.992], [-10.093, -9.375, 8.448], [-11.266, -3.565, 10.610], [-17.570, -6.044, 10.220], [-8.931, -6.047, 11.307], [-15.129, -7.858, 12.434], [-13.392, -7.427, 5.735], [-11.057, -5.778, 6.626], [-10.501, -6.119, 12.153], [-15.689, -4.727, 9.812], [-12.975, -9.181, 5.691], [-13.367, -8.918, 11.457], [-14.941, -6.550, 7.861], [-18.406, -9.524, 9.484], [-11.396, -3.640, 8.888], [-9.038, -5.358, 8.004], [-17.329, -5.964, 8.505], [-15.703, -5.825, 11.864], [-9.808, -3.618, 9.591], [-14.091, -5.869, 11.385], [-11.520, -10.231, 8.013], [-17.300, -7.943, 11.570], [-14.255, -9.302, 10.124], [-9.959, -7.486, 11.239], [-9.890, -6.952, 6.198], [-8.984, -7.012, 8.488], [-14.260, -5.111, 8.310], [-10.305, -9.848, 6.793], [-19.063, -8.116, 9.975]]
}